63
Properties=species:S:1:pos:R:3 method="wB97M-V/def2-TZVPD" spin_multiplicity=2 relative_energy_ev=0.885 charge=+3 gap_ev="8.9 / 7.0"
Ir -0.18 0.44 0.09
C -1.58 2.04 -2.88
C -0.24 2.51 -2.31
N 0.59 1.42 -1.70
C 0.96 0.41 -2.73
C 1.53 -0.77 -2.00
N 0.58 -1.20 -0.93
C -0.38 -2.25 -1.38
C -0.94 -3.06 -0.20
C -0.75 -2.43 1.17
N -1.19 -1.02 1.27
C -2.67 -0.85 1.08
C -2.97 -0.51 -0.35
N -2.06 0.58 -0.81
C -2.21 0.78 -2.28
H -1.49 1.84 -3.95
H -2.27 2.87 -2.80
H -0.39 3.27 -1.56
H 0.37 2.95 -3.11
H 1.45 1.85 -1.36
H 1.69 0.84 -3.42
H 0.08 0.15 -3.30
H 2.46 -0.48 -1.52
H 1.74 -1.61 -2.66
H 1.21 -1.67 -0.23
H 0.17 -2.92 -2.05
H -1.15 -1.78 -1.98
H -0.44 -4.03 -0.16
H -1.99 -3.29 -0.38
H 0.30 -2.45 1.46
H -1.30 -3.00 1.91
H -0.99 -0.72 2.22
H -2.99 -0.04 1.74
H -3.18 -1.76 1.39
H -4.00 -0.15 -0.45
H -2.86 -1.36 -1.02
H -2.42 1.44 -0.36
H -3.29 0.82 -2.46
H -1.87 -0.13 -2.77
C 2.86 -3.50 1.15
O 2.60 -2.30 0.40
C 3.44 -1.20 0.74
C 2.86 -0.23 1.72
O 1.77 0.67 1.25
C 1.73 1.76 2.24
H 3.91 -3.78 1.04
H 2.24 -4.28 0.73
H 2.63 -3.36 2.21
H 3.74 -0.69 -0.18
H 4.36 -1.58 1.19
H 3.68 0.45 1.98
H 2.51 -0.71 2.64
H 2.75 1.99 2.54
H 1.15 1.45 3.11
H 1.30 2.63 1.76
C -1.25 3.95 2.65
S -1.49 2.65 1.50
O -0.43 2.68 0.42
O -2.81 2.72 0.96
O -1.16 1.33 2.13
H -1.50 4.88 2.14
H -0.23 3.95 3.02
H -1.96 3.77 3.46

=====

23
Properties=species:S:1:pos:R:3 method="wB97M-V/def2-TZVPD" relative_energy_ev=2.458 gap_ev=9.3
C -0.53 -2.19 -0.40
C 0.10 0.01 -2.26
C 0.45 -1.13 0.00
C 0.64 0.08 -0.84
N 0.89 -0.96 1.21
N 2.04 0.50 -0.85
H 0.27 0.37 1.71
H 0.70 -1.74 1.84
H 2.11 1.50 -0.97
H 2.46 0.26 0.04
H -0.24 -2.63 -1.35
H -0.96 -0.23 -2.29
H -1.53 -1.77 -0.51
H -0.58 -2.97 0.36
H 0.65 -0.74 -2.84
H 0.26 0.97 -2.76
C -0.38 1.52 1.81
N -1.78 1.20 1.57
H -1.95 1.03 0.59
H -2.40 1.94 1.89
H -0.03 2.45 1.34
H -0.25 1.69 2.88
H 0.05 0.85 -0.19

=====

163
Properties=species:S:1:pos:R:3 method="wB97M-V/def2-TZVPD" charge=+1 gap_ev=8.1
C 0.45 -1.14 1.80
C 0.11 -1.40 0.55
C -0.28 -1.56 -0.98
C -0.92 -0.23 -1.72
C -0.87 -0.79 -3.27
C -1.75 0.01 -4.32
C -2.10 0.82 -5.32
N -2.35 0.00 -1.21
P -3.48 -1.35 -1.63
S -4.33 -2.01 0.03
C -2.90 1.38 -1.20
N -3.07 1.73 0.27
C -4.38 1.70 -1.73
C -5.64 1.09 -0.87
C -4.78 1.55 -3.27
C -4.75 2.94 -4.15
C -1.89 2.57 -1.78
C -1.88 3.89 -0.80
N -1.29 5.12 -1.37
C -2.34 5.96 -2.07
N -0.58 2.15 -2.29
B 0.04 2.84 -3.39
O -0.66 3.98 -4.06
O 1.33 2.73 -4.06
C 1.32 1.76 -5.15
C 0.84 2.41 -6.58
C 0.05 1.09 -1.53
F 0.02 1.56 -0.11
B 1.64 0.80 -1.65
C 2.67 1.87 -0.92
O 2.33 -0.24 -2.38
H 0.57 -0.90 2.93
H -1.00 -2.48 -1.03
H 0.66 -1.95 -1.54
H -1.19 -1.91 -3.34
H 0.24 -0.83 -3.64
H -2.69 1.59 -5.97
H -2.20 -0.25 -0.18
H -2.85 -2.52 -2.14
H -4.56 -1.03 -2.48
H -3.76 2.45 0.46
H -2.24 1.69 0.83
H -4.49 2.86 -1.53
H -6.45 1.92 -0.70
H -5.39 0.67 0.15
H -6.21 0.25 -1.45
H -5.94 1.34 -3.29
H -4.36 0.65 -3.84
H -5.34 2.71 -5.13
H -3.66 3.15 -4.51
H -5.19 3.84 -3.59
H -2.50 2.96 -2.70
H -3.00 4.17 -0.59
H -1.34 3.68 0.21
H -0.80 5.71 -0.67
H -1.94 6.44 -3.05
H -2.71 6.83 -1.39
H -3.27 5.35 -2.38
H -1.39 3.52 -4.56
H 2.45 1.48 -5.32
H 0.80 0.76 -4.92
H 0.08 1.66 -7.02
H 0.41 3.47 -6.44
H 1.76 2.46 -7.29
H 2.12 2.89 -0.91
H 3.59 1.97 -1.62
H 2.97 1.50 0.14
H 3.19 0.09 -2.74
C -9.60 3.11 0.43
Br -9.36 1.20 0.62
Br -8.59 3.82 -1.07
Br -11.47 3.60 0.34
H -9.19 3.58 1.33
C 1.80 -5.24 0.91
Br -0.03 -5.88 0.95
Br 2.90 -6.26 -0.33
Br 1.88 -3.34 0.54
H 2.22 -5.39 1.90
C -2.11 -9.94 0.47
Br -3.28 -10.13 -1.07
Br -0.32 -9.41 -0.04
Br -2.87 -8.74 1.80
H -2.03 -10.92 0.94
C 3.53 -4.11 5.21
Br 5.41 -3.88 4.78
Br 2.39 -2.99 4.11
Br 2.99 -5.97 5.14
H 3.40 -3.78 6.25
C 3.18 5.49 1.34
Br 4.32 5.62 -0.22
Br 1.69 4.27 1.04
Br 4.18 5.01 2.93
H 2.75 6.48 1.51
C 2.35 0.78 6.33
Br 3.07 1.31 4.61
Br 0.42 0.64 6.30
Br 3.18 -0.84 6.99
H 2.60 1.58 7.04
C -0.62 -3.98 -6.08
Br 0.14 -4.36 -4.34
Br -2.55 -4.26 -6.11
Br -0.14 -2.21 -6.71
H -0.19 -4.70 -6.78
C 2.08 -8.02 -3.62
Br 2.80 -7.45 -5.32
Br 0.15 -8.17 -3.66
Br 2.91 -9.66 -2.99
H 2.33 -7.24 -2.89
C 8.39 5.70 -1.88
Br 8.34 5.74 0.06
Br 9.12 4.04 -2.55
Br 6.65 6.08 -2.65
H 9.06 6.50 -2.20
C 8.37 -2.45 7.39
Br 8.62 -4.37 7.59
Br 9.37 -1.75 5.88
Br 6.50 -1.98 7.30
H 8.78 -1.98 8.29
C 5.06 -4.11 -3.92
Br 5.78 -3.52 -5.63
Br 3.12 -4.25 -3.97
Br 5.89 -5.75 -3.31
H 5.30 -3.34 -3.19
C 5.15 -4.25 10.52
Br 5.14 -6.19 10.56
Br 3.98 -3.55 9.13
Br 4.75 -3.48 12.25
H 6.17 -3.95 10.26
C 4.20 2.63 10.13
Br 4.15 2.68 12.07
Br 4.94 0.97 9.47
Br 2.45 3.00 9.36
H 4.86 3.43 9.81
C 11.28 -4.90 4.78
Br 12.42 -4.78 3.22
Br 9.80 -6.12 4.49
Br 12.29 -5.36 6.38
H 10.85 -3.91 4.95
C -4.81 6.37 1.99
Br -2.93 6.57 1.55
Br -5.93 7.51 0.89
Br -5.37 4.51 1.91
H -4.93 6.69 3.02
C -9.86 9.26 -0.15
Br -10.43 7.43 0.17
Br -8.05 9.32 -0.87
Br -11.11 10.22 -1.27
H -9.84 9.76 0.81
C 4.48 9.40 1.81
Br 5.24 9.06 3.57
Br 2.56 9.12 1.80
Br 4.97 11.15 1.14
H 4.91 8.67 1.13
C -2.19 -13.88 -2.16
Br -2.73 -15.54 -3.00
Br -1.43 -14.18 -0.40
Br -0.99 -12.86 -3.29
H -3.09 -13.28 -2.03
C -9.39 -2.56 -1.48
Br -9.95 -4.22 -2.31
Br -8.64 -2.86 0.29
Br -8.19 -1.54 -2.61
H -10.29 -1.95 -1.34

=====

16
Properties=species:S:1:pos:R:3 method="wB97M-V/def2-TZVPD" relative_energy_ev=2.181 gap_ev="8.5 / 6.3"
C 1.23 2.32 1.52
C 1.37 -0.65 0.33
C -0.78 -1.04 1.06
C 0.66 1.19 -1.76
C 2.50 0.20 0.41
N 0.37 3.06 1.64
O 1.34 -1.64 -0.38
O 0.37 -0.26 1.19
S 2.74 1.54 1.52
Br -0.76 1.99 -0.92
Br 4.06 -0.25 -0.58
H -1.31 -0.73 0.11
H -1.44 -0.94 1.91
H -0.54 -2.15 0.90
H 1.29 1.89 -2.32
H 0.61 0.15 -1.74

=====

108
Properties=species:S:1:pos:R:3 method="wB97M-V/def2-TZVPD" charge=-2 gap_ev=3.3
C 1.46 -3.51 1.09
C 1.46 -2.86 -0.28
C 2.49 -1.73 -0.41
C 2.38 -0.70 0.71
C 2.76 0.70 0.27
C 2.76 1.75 1.39
C 1.60 1.72 2.38
C 0.30 2.37 1.90
C -0.59 1.44 1.08
C -1.93 2.07 0.68
Ta -3.69 1.98 2.13
O -5.34 1.86 3.29
C -2.29 1.04 3.73
N -1.88 -0.39 3.64
C -3.21 4.00 3.07
C -2.32 4.98 2.31
C -2.96 5.68 1.13
Br -4.47 6.78 1.62
C -4.77 3.00 0.37
O -4.32 3.01 -0.81
O -5.80 3.55 0.78
C -4.13 -0.19 1.24
F -5.03 -0.07 0.20
F -3.02 -0.81 0.67
C -4.76 -1.31 2.15
F -4.05 -2.45 2.14
F -6.00 -1.66 1.78
F -4.85 -0.95 3.42
H 0.99 -2.87 1.83
H 0.88 -4.43 1.07
H 2.47 -3.72 1.43
H 0.48 -2.43 -0.47
H 1.68 -3.61 -1.03
H 2.34 -1.21 -1.35
H 3.49 -2.17 -0.38
H 2.99 -0.98 1.57
H 1.35 -0.67 1.07
H 2.08 1.01 -0.52
H 3.75 0.68 -0.18
H 3.70 1.67 1.95
H 2.77 2.74 0.92
H 1.94 2.25 3.27
H 1.38 0.70 2.70
H -0.24 2.80 2.73
H 0.56 3.21 1.24
H -0.02 1.20 0.18
H -0.72 0.49 1.60
H -2.30 1.54 -0.20
H -1.74 3.08 0.33
H -5.07 2.08 4.19
H -1.40 1.65 3.89
H -2.87 1.15 4.66
H -1.96 -0.75 2.70
H -0.92 -0.52 3.91
H -2.77 3.85 4.06
H -4.17 4.48 3.25
H -1.96 5.78 2.97
H -1.43 4.49 1.93
H -3.27 5.00 0.34
H -2.25 6.39 0.71
C -5.85 1.54 -2.69
O -6.68 1.07 -3.77
C -6.60 1.82 -4.96
C -5.90 1.04 -6.05
N -4.47 0.91 -5.76
C -3.77 -0.06 -6.59
C -4.20 -1.53 -6.50
O -3.88 -2.16 -5.28
C -4.78 -1.93 -4.21
H -6.14 1.00 -1.80
H -4.79 1.35 -2.88
H -5.97 2.61 -2.51
H -6.11 2.78 -4.79
H -7.63 2.02 -5.30
H -6.01 1.56 -7.01
H -6.41 0.07 -6.13
H -4.35 0.68 -4.79
H -2.71 -0.02 -6.33
H -3.86 0.25 -7.64
H -3.64 -2.08 -7.27
H -5.26 -1.66 -6.73
H -5.81 -1.82 -4.57
H -4.52 -1.05 -3.62
H -4.73 -2.79 -3.55
C 9.69 -0.77 0.52
O 9.81 -2.16 0.77
C 9.68 -2.54 2.13
C 8.38 -3.28 2.38
N 7.23 -2.40 2.27
C 5.93 -3.06 2.29
C 5.61 -4.07 1.20
O 5.45 -3.52 -0.09
C 6.63 -3.30 -0.82
H 10.00 -0.60 -0.50
H 8.66 -0.41 0.64
H 10.33 -0.19 1.19
H 9.75 -1.66 2.78
H 10.51 -3.21 2.36
H 8.41 -3.69 3.40
H 8.35 -4.13 1.68
H 7.31 -1.86 1.41
H 5.17 -2.27 2.24
H 5.82 -3.55 3.26
H 4.64 -4.51 1.46
H 6.33 -4.90 1.17
H 7.39 -4.06 -0.60
H 7.06 -2.31 -0.63
H 6.38 -3.35 -1.87

=====

15
Properties=species:S:1:pos:R:3 method="wB97M-V/def2-TZVPD" relative_energy_ev=4.749 gap_ev=5.9
C 1.67 0.28 -0.55
C 0.35 1.55 0.34
C 0.74 1.55 -1.01
S -1.16 -0.87 0.09
C -2.17 -2.10 0.97
H 2.08 -0.01 -1.52
H 2.54 0.55 0.03
H 1.14 -0.58 -0.15
H 1.09 1.89 1.07
H -0.70 1.58 0.63
H 0.09 1.11 -1.76
H 1.45 2.26 -1.40
H -2.88 -2.47 0.22
H -1.57 -2.99 1.19
H -2.67 -1.74 1.85

=====

15
Properties=species:S:1:pos:R:3 method="wB97M-V/def2-TZVPD" relative_energy_ev=3.187 gap_ev="8.0 / 8.0"
C -1.03 1.36 -0.57
C -0.27 0.09 -0.41
C 1.23 0.09 -0.42
C 1.91 0.70 0.74
N 2.43 1.21 1.64
C -0.47 -1.78 0.88
N -0.92 -1.06 -0.16
H -0.43 2.13 -1.06
H -1.96 1.21 -1.14
H -1.32 1.76 0.41
H 1.57 0.65 -1.30
H 1.58 -0.95 -0.50
H -0.19 -1.22 1.76
H -0.41 -2.86 0.86
H -1.73 -1.34 -0.73

=====

8
Properties=species:S:1:pos:R:3 method="wB97M-V/def2-TZVPD" relative_energy_ev=0.257 smiles=SS.N gap_ev=8.7
N 1.20 -1.11 0.91
H 2.19 -1.25 1.08
H 1.01 -1.39 -0.03
H 0.66 -1.67 1.55
S -1.39 1.83 0.03
S -1.15 0.79 -1.78
H -0.08 2.18 0.15
H -2.43 0.62 -1.92

=====

41
Properties=species:S:1:pos:R:3 method="wB97M-V/def2-TZVPD" relative_energy_ev=0.938 smiles="CN[C@H](C=O)CSS.O.O.O.O.O.O.O.O" gap_ev=8.9
S 3.32 -2.79 -0.11
S 2.46 -1.06 -0.76
C 0.91 -0.77 0.07
C 0.27 0.49 -0.54
C -1.13 0.57 0.07
O -2.11 0.43 -0.61
N 0.95 1.71 -0.14
C 1.03 2.75 -1.22
H 2.75 -3.70 -0.93
H 0.96 -0.76 1.16
H 0.14 -1.53 -0.17
H 0.16 0.29 -1.59
H -1.19 0.85 1.14
H 0.50 2.22 0.59
H 1.83 2.42 -1.88
H 0.08 2.88 -1.74
H 1.36 3.67 -0.75
H -2.25 4.36 2.05
H -3.28 3.15 2.26
O -2.38 3.41 2.07
H 0.76 1.35 2.83
H 0.83 0.70 4.27
O 0.36 0.71 3.43
H 3.28 1.96 1.24
H 2.81 3.01 2.40
O 3.17 2.16 2.18
H -2.22 0.38 -2.39
H -2.63 -0.32 -3.68
O -1.89 0.15 -3.29
H -1.46 -3.34 0.79
H -0.78 -3.34 -0.57
O -1.47 -2.87 -0.05
H 0.56 -4.89 -2.24
H -0.35 -3.71 -2.84
O -0.10 -4.23 -2.05
H 0.65 -2.09 -4.14
H -0.71 -1.29 -3.70
O -0.07 -2.00 -3.51
H -1.47 -0.88 3.63
H -1.76 0.44 4.29
O -1.86 -0.50 4.42

=====

Asked for max |F| across the records above, the calculation gives 1.2 4.2 7.1 3.2 3.2 2.8 1.1 1.2 2.4 eV Å⁻¹ in order.